<P>
The following is a quantum chemistry calculation of a 10-piece molecular cluster, C40H110N10O10 overall, from OMol25.

Geometry (Å):
C (-2.63, -3.46, 0.38)
C (-3.75, -3.28, -0.60)
C (-4.02, -1.83, -0.92)
O (-4.43, -1.21, 0.34)
C (-4.87, 0.07, 0.18)
N (-3.59, -4.10, -1.90)
H (-2.74, -2.76, 1.20)
H (-1.63, -3.29, -0.09)
H (-2.62, -4.49, 0.86)
H (-4.61, -3.55, 0.00)
H (-4.88, -1.71, -1.59)
H (-3.20, -1.26, -1.33)
H (-5.30, 0.30, 1.14)
H (-5.65, 0.04, -0.58)
H (-4.04, 0.76, -0.12)
H (-3.49, -5.06, -1.51)
H (-4.49, -4.10, -2.33)
C (4.54, 0.11, -4.11)
C (4.62, -1.23, -3.39)
C (3.27, -1.53, -2.78)
O (3.46, -2.65, -1.88)
C (2.20, -2.99, -1.22)
N (5.02, -2.25, -4.38)
H (3.82, -0.04, -4.85)
H (5.45, 0.40, -4.73)
H (4.31, 0.94, -3.43)
H (5.42, -1.16, -2.59)
H (2.47, -1.81, -3.49)
H (2.87, -0.70, -2.26)
H (1.96, -2.22, -0.43)
H (2.13, -4.02, -0.81)
H (1.47, -2.86, -1.99)
H (4.24, -2.53, -4.92)
H (5.31, -3.11, -3.89)
C (3.92, -0.32, 0.16)
C (4.63, -0.23, 1.53)
C (4.72, -1.60, 2.11)
O (3.36, -1.95, 2.39)
C (3.18, -3.32, 2.71)
N (6.01, 0.34, 1.45)
H (2.90, -0.69, 0.30)
H (4.42, -1.11, -0.32)
H (3.85, 0.69, -0.35)
H (4.02, 0.34, 2.21)
H (5.33, -1.72, 2.99)
H (5.11, -2.25, 1.30)
H (2.13, -3.49, 2.88)
H (3.85, -3.47, 3.60)
H (3.54, -3.86, 1.89)
H (6.06, 1.28, 0.99)
H (6.30, 0.50, 2.42)
C (0.57, 2.83, 3.86)
C (-0.82, 2.76, 4.53)
C (-1.83, 2.08, 3.62)
O (-2.04, 2.68, 2.33)
C (-2.22, 4.11, 2.41)
N (-0.74, 2.05, 5.82)
H (0.64, 3.48, 2.99)
H (0.98, 1.89, 3.50)
H (1.37, 3.16, 4.57)
H (-1.07, 3.81, 4.74)
H (-2.70, 2.07, 4.31)
H (-1.57, 1.09, 3.33)
H (-2.57, 4.38, 1.42)
H (-1.23, 4.58, 2.58)
H (-2.93, 4.45, 3.16)
H (-0.32, 1.10, 5.66)
H (-1.68, 1.92, 6.23)
C (2.47, -0.18, 7.37)
C (2.63, -0.93, 6.09)
C (1.57, -2.03, 5.96)
O (1.84, -3.06, 6.88)
C (1.38, -4.30, 6.47)
N (2.53, -0.12, 4.90)
H (2.49, -0.68, 8.32)
H (1.58, 0.38, 7.26)
H (3.25, 0.58, 7.45)
H (3.62, -1.43, 6.06)
H (1.57, -2.52, 4.95)
H (0.61, -1.50, 6.17)
H (1.96, -5.14, 6.90)
H (1.48, -4.41, 5.38)
H (0.31, -4.38, 6.69)
H (3.08, -0.53, 4.15)
H (2.97, 0.84, 5.06)
C (-2.18, -2.65, 3.98)
C (-3.68, -2.92, 4.09)
C (-4.04, -3.77, 5.26)
O (-3.66, -5.09, 5.01)
C (-3.72, -5.97, 6.10)
N (-4.33, -1.65, 4.40)
H (-1.50, -3.50, 3.97)
H (-1.98, -2.09, 4.90)
H (-1.89, -1.99, 3.13)
H (-4.05, -3.26, 3.12)
H (-5.14, -3.79, 5.41)
H (-3.57, -3.27, 6.14)
H (-3.25, -6.93, 5.89)
H (-4.70, -6.22, 6.37)
H (-3.21, -5.60, 6.99)
H (-3.99, -0.99, 3.73)
H (-5.35, -1.78, 4.22)
C (-2.66, -1.14, -5.14)
C (-1.50, -2.13, -5.02)
C (-0.17, -1.45, -5.54)
O (-0.39, -1.09, -6.89)
C (0.74, -0.88, -7.64)
N (-1.31, -2.55, -3.60)
H (-3.65, -1.65, -5.23)
H (-2.52, -0.58, -6.08)
H (-2.61, -0.50, -4.24)
H (-1.67, -2.99, -5.68)
H (0.73, -2.13, -5.43)
H (-0.05, -0.57, -4.93)
H (0.43, -0.58, -8.61)
H (1.39, -1.76, -7.73)
H (1.36, -0.09, -7.18)
H (-2.22, -2.98, -3.35)
H (-0.74, -3.38, -3.57)
C (0.16, 1.80, -0.42)
C (0.20, 0.32, -0.86)
C (-0.72, -0.55, 0.02)
O (-0.53, -0.47, 1.43)
C (0.73, -0.83, 1.86)
N (-0.17, 0.15, -2.25)
H (0.35, 2.49, -1.22)
H (0.90, 1.89, 0.37)
H (-0.81, 2.10, -0.04)
H (1.17, -0.09, -0.57)
H (-0.69, -1.56, -0.35)
H (-1.81, -0.22, -0.14)
H (0.56, -1.06, 2.94)
H (1.45, 0.03, 1.71)
H (0.98, -1.75, 1.52)
H (-0.44, -0.84, -2.36)
H (-0.99, 0.73, -2.39)
C (1.15, 6.70, -5.24)
C (1.37, 7.09, -3.80)
C (0.32, 6.55, -2.87)
O (0.69, 6.53, -1.49)
C (-0.20, 5.57, -0.94)
N (2.75, 6.74, -3.34)
H (2.00, 6.87, -5.81)
H (0.30, 7.18, -5.70)
H (1.02, 5.63, -5.23)
H (1.36, 8.19, -3.84)
H (0.24, 5.50, -3.17)
H (-0.67, 7.01, -3.08)
H (-0.39, 4.78, -1.68)
H (-1.15, 6.05, -0.60)
H (0.20, 5.12, 0.01)
H (2.79, 6.91, -2.31)
H (2.90, 5.73, -3.44)
C (0.20, 2.22, -4.81)
C (-1.24, 2.09, -5.10)
C (-2.08, 3.14, -4.44)
O (-1.93, 2.99, -2.96)
C (-3.04, 3.55, -2.33)
N (-1.63, 2.12, -6.51)
H (0.28, 2.14, -3.72)
H (0.65, 3.18, -5.11)
H (0.67, 1.38, -5.29)
H (-1.51, 1.07, -4.80)
H (-3.12, 2.82, -4.66)
H (-1.92, 4.14, -4.88)
H (-3.16, 4.61, -2.60)
H (-2.79, 3.49, -1.27)
H (-3.98, 2.97, -2.59)
H (-1.08, 2.83, -6.96)
H (-1.25, 1.28, -6.91)

Computed properties:
- 2S+1: 1
- E_LUMO: 0.54 eV
- E_HOMO: -0.320 Eh
- Frontier orbital gap: 9.25 eV
- SMILES: COC[C@H](C)N.COC[C@H](C)N.COC[C@H](C)N.COC[C@H](C)N.COC[C@H](C)N.COC[C@H](C)N.COC[C@H](C)N.COC[C@H](C)N.COC[C@H](C)N.COC[C@H](C)N



<Q>
The following is a quantum chemistry calculation of a 10-piece molecular cluster, C40H110N10O10 overall, from OMol25.

Geometry (Å):
C (5.32, -0.60, -2.98)
C (6.85, -0.87, -3.00)
C (7.21, -1.99, -2.07)
O (7.24, -1.57, -0.71)
C (7.80, -2.55, 0.15)
N (7.37, -1.03, -4.35)
H (5.11, 0.12, -3.77)
H (4.93, -0.27, -2.02)
H (4.71, -1.43, -3.35)
H (7.26, 0.07, -2.62)
H (8.15, -2.50, -2.28)
H (6.53, -2.85, -2.17)
H (8.86, -2.28, 0.19)
H (7.84, -3.60, -0.15)
H (7.44, -2.41, 1.16)
H (7.09, -1.92, -4.74)
H (7.00, -0.28, -4.92)
C (0.03, -0.23, 1.50)
C (0.71, 0.78, 0.57)
C (0.15, 0.85, -0.87)
O (0.15, -0.33, -1.60)
C (1.45, -0.89, -1.88)
N (0.81, 2.13, 1.16)
H (0.13, -1.23, 1.09)
H (-1.04, -0.04, 1.63)
H (0.58, -0.16, 2.44)
H (1.76, 0.51, 0.39)
H (0.71, 1.64, -1.40)
H (-0.87, 1.21, -0.74)
H (1.07, -1.77, -2.40)
H (1.88, -1.18, -0.92)
H (2.11, -0.19, -2.40)
H (1.26, 2.72, 0.46)
H (1.52, 2.14, 1.89)
C (3.12, -4.04, -4.25)
C (1.90, -4.90, -4.64)
C (1.53, -5.80, -3.46)
O (2.54, -6.78, -3.21)
C (2.62, -7.75, -4.21)
N (0.71, -4.12, -4.97)
H (2.90, -3.54, -3.30)
H (3.35, -3.22, -4.93)
H (4.00, -4.64, -4.02)
H (2.14, -5.53, -5.49)
H (0.58, -6.31, -3.62)
H (1.40, -5.21, -2.56)
H (3.22, -7.45, -5.08)
H (1.65, -8.13, -4.54)
H (3.16, -8.63, -3.87)
H (0.65, -3.33, -4.32)
H (0.80, -3.55, -5.82)
C (-4.92, -3.14, 6.21)
C (-3.83, -2.80, 5.19)
C (-4.38, -2.72, 3.80)
O (-3.40, -2.39, 2.81)
C (-2.40, -3.34, 2.53)
N (-3.13, -1.60, 5.63)
H (-5.34, -4.13, 6.02)
H (-5.81, -2.52, 6.10)
H (-4.58, -3.03, 7.24)
H (-3.15, -3.65, 5.30)
H (-5.15, -1.94, 3.76)
H (-4.93, -3.59, 3.42)
H (-1.66, -2.90, 1.87)
H (-2.84, -4.20, 2.01)
H (-1.90, -3.69, 3.44)
H (-2.42, -1.29, 4.98)
H (-3.77, -0.82, 5.73)
C (4.31, -2.05, 3.21)
C (4.43, -2.29, 1.74)
C (3.22, -2.93, 1.10)
O (3.15, -4.34, 1.40)
C (2.10, -4.96, 0.71)
N (4.54, -0.96, 1.09)
H (4.19, -2.98, 3.78)
H (3.48, -1.37, 3.46)
H (5.14, -1.52, 3.69)
H (5.31, -2.90, 1.50)
H (3.30, -2.92, 0.01)
H (2.32, -2.48, 1.52)
H (2.11, -6.05, 0.78)
H (2.05, -4.68, -0.34)
H (1.16, -4.73, 1.23)
H (5.13, -1.05, 0.27)
H (5.13, -0.41, 1.71)
C (-0.49, -0.33, -5.43)
C (-0.93, -1.17, -6.62)
C (-1.66, -0.40, -7.71)
O (-1.95, -1.32, -8.77)
C (-2.61, -0.62, -9.83)
N (0.26, -1.87, -7.14)
H (-0.46, -0.84, -4.47)
H (-1.14, 0.55, -5.35)
H (0.50, 0.07, -5.64)
H (-1.57, -1.96, -6.22)
H (-1.13, 0.49, -8.06)
H (-2.66, -0.10, -7.37)
H (-3.09, -1.41, -10.41)
H (-1.96, -0.02, -10.47)
H (-3.43, -0.02, -9.42)
H (0.16, -2.11, -8.12)
H (1.05, -1.24, -7.11)
C (1.56, 3.60, 4.62)
C (2.75, 4.55, 4.74)
C (2.33, 6.00, 4.77)
O (1.53, 6.26, 3.64)
C (0.75, 7.43, 3.71)
N (3.57, 4.20, 5.89)
H (1.96, 2.61, 4.85)
H (1.21, 3.57, 3.59)
H (0.74, 3.78, 5.31)
H (3.35, 4.33, 3.84)
H (3.17, 6.70, 4.79)
H (1.80, 6.03, 5.73)
H (0.06, 7.43, 2.87)
H (1.39, 8.31, 3.68)
H (0.08, 7.42, 4.58)
H (3.79, 3.23, 6.02)
H (4.40, 4.77, 5.86)
C (-4.52, 0.50, 2.04)
C (-4.98, -0.08, 0.70)
C (-3.77, -0.30, -0.19)
O (-4.26, -0.77, -1.46)
C (-3.27, -0.70, -2.46)
N (-5.60, -1.41, 0.95)
H (-4.60, 1.59, 1.87)
H (-3.46, 0.39, 2.26)
H (-5.28, 0.26, 2.78)
H (-5.73, 0.54, 0.20)
H (-3.14, -1.10, 0.20)
H (-3.23, 0.64, -0.34)
H (-3.74, -0.96, -3.41)
H (-2.32, -1.24, -2.35)
H (-3.02, 0.35, -2.65)
H (-4.95, -1.91, 1.56)
H (-5.57, -1.91, 0.06)
C (-1.86, 3.41, 3.14)
C (-2.07, 2.84, 4.51)
C (-3.49, 2.31, 4.80)
O (-3.51, 1.74, 6.11)
C (-3.75, 2.68, 7.15)
N (-1.13, 1.74, 4.73)
H (-1.91, 2.64, 2.37)
H (-1.00, 4.06, 2.99)
H (-2.62, 4.16, 2.85)
H (-1.92, 3.63, 5.26)
H (-3.74, 1.47, 4.15)
H (-4.27, 3.03, 4.53)
H (-4.16, 2.07, 7.96)
H (-4.55, 3.39, 6.91)
H (-2.79, 3.10, 7.47)
H (-0.38, 2.05, 5.32)
H (-1.62, 0.99, 5.20)
C (-5.61, 5.69, -2.38)
C (-4.54, 5.42, -1.33)
C (-3.10, 5.60, -1.83)
O (-2.09, 5.04, -1.00)
C (-0.96, 4.51, -1.62)
N (-4.80, 6.27, -0.17)
H (-5.59, 4.81, -3.04)
H (-5.36, 6.55, -3.00)
H (-6.65, 5.82, -2.08)
H (-4.71, 4.42, -0.91)
H (-2.84, 6.65, -1.99)
H (-2.97, 5.00, -2.75)
H (-1.09, 3.45, -1.89)
H (-0.16, 4.62, -0.88)
H (-0.65, 4.98, -2.56)
H (-4.07, 6.15, 0.52)
H (-4.79, 7.24, -0.49)

Computed properties:
- 2S+1: 1
- E_LUMO: 0.44 eV
- E_HOMO: -0.318 Eh
- Frontier orbital gap: 9.09 eV
- SMILES: COC[C@H](C)N.COC[C@H](C)N.COC[C@H](C)N.COC[C@H](C)N.COC[C@H](C)N.COC[C@H](C)N.COC[C@H](C)N.COC[C@H](C)N.COC[C@H](C)N.COC[C@H](C)N



Which of them is the most stable? Correct choice: <Q>.